(1)
{"formula": "C11H11N5O6", "method": "wB97M-V/def2-TZVPD", "e_above_lowest_ev": 0.000, "gap_ev": 6.877, "symbols": ["N", "C", "C", "C", "C", "N", "O", "O", "N", "C", "C", "N", "O", "O", "C", "H", "H", "C", "C", "O", "C", "C", "N", "O", "H", "H", "H", "H", "H", "H", "H", "H", "H"], "coordinates": [[2.692, 0.193, 2.759], [2.848, -0.056, 1.627], [3.073, -0.345, 0.243], [2.027, -0.875, -0.555], [2.366, -1.256, -1.860], [1.563, -1.745, -2.885], [0.376, -2.038, -2.962], [2.398, -1.797, -4.022], [3.695, -1.416, -3.717], [3.660, -1.119, -2.394], [4.722, -0.546, -1.601], [6.058, -0.304, -2.107], [6.468, -0.836, -3.158], [6.786, 0.456, -1.422], [4.372, -0.169, -0.298], [1.027, -1.112, -0.195], [5.153, 0.271, 0.315], [-5.417, 2.402, 2.751], [-5.251, 1.205, 1.848], [-3.840, 0.866, 1.846], [-3.514, -0.044, 0.922], [-2.044, -0.472, 0.929], [-1.250, 0.443, 0.141], [-4.300, -0.522, 0.125], [-6.481, 2.657, 2.796], [-5.068, 2.199, 3.771], [-4.876, 3.273, 2.358], [-5.840, 0.356, 2.226], [-5.591, 1.447, 0.833], [-1.725, -0.486, 1.978], [-2.077, -1.480, 0.485], [-0.295, 0.142, -0.060], [-1.717, 0.706, -0.717]], "forces_ev_per_a": [[0.3000, -0.5687, -2.3787], [-0.3728, 0.7169, 2.3653], [-1.7089, -1.0340, -1.2936], [1.0059, -0.1058, 0.9822], [-0.6078, -0.3898, -0.8719], [0.4555, 0.6832, 0.3944], [1.5696, 0.3237, 0.0790], [-0.2543, -0.0935, 1.0014], [-0.8395, 0.0208, 1.8168], [1.0845, 0.2383, -2.5773], [-1.7931, 0.0295, 1.5341], [3.0831, 0.7460, -0.5406], [-1.6960, 0.7292, 2.0550], [-1.6878, -1.3870, -1.0295], [1.3679, -0.2500, -1.6582], [0.3977, 0.2102, 0.1458], [-0.1267, -0.0430, -0.0363], [-0.0193, 0.2506, 0.1589], [-0.1847, 0.3610, 0.2547], [-0.3245, -0.3776, -0.3925], [-0.1478, -0.5277, -0.7991], [-0.5875, -0.3481, 0.0924], [0.4888, 0.7430, -0.0747], [0.4505, 0.5028, 0.6718], [0.1324, 0.0121, 0.0386], [-0.0607, 0.0233, -0.2739], [-0.0972, -0.2403, 0.1196], [0.3287, 0.0936, -0.2441], [0.2381, -0.2473, 0.1899], [0.2295, -0.1066, -0.2998], [0.0998, 0.0648, 0.4416], [-0.8719, 0.1498, 0.1927], [0.1487, -0.1792, -0.0643]]}

---

(2)
{"formula": "C11H12BCl2F3N6O3RuS", "method": "wB97M-V/def2-TZVPD", "total_charge": 1, "gap_ev": [10.428, 6.815], "multiplicity": 6, "symbols": ["Ru", "C", "C", "N", "N", "C", "B", "N", "C", "C", "C", "N", "N", "C", "C", "C", "N", "H", "H", "H", "H", "H", "H", "H", "H", "H", "H", "F", "C", "F", "F", "S", "O", "O", "O", "Cl", "C", "Cl", "H", "H"], "coordinates": [[0.562, 0.444, -0.197], [-2.787, 0.493, -3.069], [-1.613, 1.054, -2.593], [-1.160, 0.356, -1.542], [-2.036, -0.661, -1.333], [-3.014, -0.593, -2.239], [-1.835, -1.718, -0.218], [-1.780, -1.000, 1.149], [-2.504, -1.206, 2.254], [-2.014, -0.397, 3.268], [-0.953, 0.287, 2.692], [-0.827, -0.075, 1.411], [-0.476, -2.422, -0.454], [-0.193, -3.717, -0.615], [1.179, -3.862, -0.766], [1.682, -2.574, -0.686], [0.674, -1.710, -0.497], [-3.386, 0.823, -3.898], [-1.075, 1.915, -2.951], [-3.809, -1.320, -2.237], [-2.726, -2.508, -0.240], [-3.314, -1.915, 2.251], [-2.371, -0.324, 4.279], [-0.272, 1.003, 3.122], [-0.980, -4.453, -0.609], [1.729, -4.774, -0.913], [2.698, -2.219, -0.748], [4.508, 2.428, 2.231], [4.050, 2.224, 1.010], [5.046, 2.209, 0.143], [3.205, 3.212, 0.690], [3.157, 0.614, 0.964], [1.902, 0.857, 1.700], [4.050, -0.373, 1.446], [2.733, 0.471, -0.469], [-0.564, 3.148, 0.710], [0.406, 4.050, -0.461], [1.127, 2.942, -1.656], [1.216, 4.545, 0.060], [-0.235, 4.743, -0.990]], "forces_ev_per_a": [[-0.0270, 0.0092, 0.0606], [0.0134, -0.0097, 0.0024], [-0.0257, 0.0166, -0.0022], [0.0014, 0.0062, 0.0290], [-0.0048, -0.0085, -0.0180], [-0.0090, 0.0194, -0.0037], [0.0088, 0.0045, 0.0007], [-0.0135, 0.0196, -0.0010], [0.0058, 0.0063, 0.0185], [0.0036, -0.0127, -0.0113], [-0.0144, 0.0151, 0.0070], [0.0402, -0.0446, -0.0132], [-0.0171, -0.0167, -0.0099], [0.0156, -0.0095, 0.0142], [-0.0078, 0.0041, -0.0093], [0.0044, -0.0096, 0.0093], [0.0107, 0.0481, -0.0257], [0.0012, -0.0010, -0.0014], [0.0031, -0.0019, 0.0013], [0.0037, -0.0041, 0.0045], [-0.0020, -0.0094, 0.0021], [0.0011, -0.0018, -0.0039], [-0.0022, -0.0024, 0.0007], [0.0001, 0.0001, -0.0046], [-0.0035, 0.0033, -0.0028], [-0.0023, -0.0016, -0.0019], [-0.0013, 0.0033, 0.0002], [-0.0007, -0.0013, -0.0041], [0.0132, 0.0123, 0.0051], [-0.0026, -0.0113, 0.0064], [0.0039, -0.0092, -0.0022], [-0.0011, 0.0124, 0.0119], [-0.0215, 0.0036, -0.0333], [0.0104, 0.0050, 0.0065], [0.0040, -0.0245, 0.0057], [0.0225, -0.0309, -0.0355], [-0.0264, 0.0406, 0.0091], [0.0141, -0.0282, -0.0113], [0.0005, 0.0065, -0.0032], [0.0012, 0.0031, 0.0033]]}

---

(3)
{"formula": "C11H12BeN2P", "method": "wB97M-V/def2-TZVPD", "e_above_lowest_ev": 0.024, "total_charge": -1, "gap_ev": [7.097, 4.606], "symbols": ["C", "C", "C", "C", "C", "Be", "P", "H", "H", "H", "H", "H", "H", "H", "H", "N", "C", "C", "C", "C", "N", "C", "C", "H", "H", "H", "H"], "coordinates": [[1.026, -0.908, 0.230], [2.305, -0.820, -0.203], [2.685, -0.388, -1.497], [1.805, 0.081, -2.509], [0.483, 0.280, -2.322], [0.015, -0.079, -0.787], [-0.605, -0.028, 3.000], [0.780, -1.407, 1.175], [3.150, -1.109, 0.445], [3.751, -0.444, -1.745], [-0.157, 0.689, -3.109], [2.279, 0.271, -3.484], [-1.048, 1.273, 3.371], [-0.058, -0.317, 4.278], [-1.836, -0.686, 3.271], [-6.638, 2.012, 0.195], [-5.525, 1.652, 0.131], [-4.159, 1.209, 0.024], [-3.874, -0.126, -0.283], [-2.552, -0.511, -0.450], [-1.542, 0.386, -0.344], [-1.799, 1.656, 0.049], [-3.102, 2.102, 0.226], [-4.669, -0.861, -0.416], [-2.283, -1.548, -0.679], [-0.940, 2.316, 0.214], [-3.282, 3.142, 0.499]], "forces_ev_per_a": [[-0.3940, -0.5125, 0.3434], [1.2515, -0.3969, 0.5597], [0.4230, 0.1346, -0.0796], [0.8036, 0.0929, -1.1751], [-0.3194, 0.3755, -0.2110], [-1.7328, -0.0200, 0.4840], [-0.0950, 0.1780, 0.0975], [0.6091, 0.2412, -0.2558], [-0.1614, -0.1639, -0.2442], [-0.3194, 0.0319, 0.0557], [0.4472, -0.0957, -0.2237], [0.0288, 0.0168, 0.2005], [-0.0870, -0.2374, 0.0862], [-0.1149, 0.0464, 0.0750], [0.0772, 0.2055, 0.0622], [1.1027, -0.3625, -0.0121], [-0.0612, 0.0458, -0.0718], [-2.6736, 0.8664, 0.2161], [1.3685, -1.8161, -0.4892], [-1.7811, 0.1990, 0.1503], [1.2128, -0.5147, 0.1481], [-1.6349, 0.9403, 0.2239], [2.2321, 0.6473, 0.0985], [0.1988, 0.2245, 0.1041], [-0.0647, 0.4611, 0.0319], [-0.3367, -0.2780, -0.1612], [0.0209, -0.3095, -0.0134]]}

---

(4)
{"formula": "C11H12BrCl3FeN2O2", "method": "wB97M-V/def2-TZVPD", "e_above_lowest_ev": 0.000, "total_charge": 3, "gap_ev": [5.623, 6.326], "multiplicity": 2, "symbols": ["Fe", "O", "C", "C", "C", "N", "C", "Br", "C", "H", "H", "H", "H", "Cl", "C", "Cl", "Cl", "C", "N", "C", "C", "C", "O", "C", "H", "H", "H", "H", "H", "H", "H", "H"], "coordinates": [[-0.180, 0.863, 0.528], [5.141, -0.695, 2.432], [4.038, -0.360, 1.846], [3.833, -0.357, 0.444], [2.624, 0.013, -0.064], [1.596, 0.366, 0.764], [1.828, 0.373, 2.094], [0.200, 0.971, 2.919], [2.974, 0.037, 2.712], [5.865, -0.969, 1.841], [4.629, -0.645, -0.232], [2.432, 0.030, -1.129], [3.112, 0.052, 3.786], [2.067, 5.249, -1.376], [0.372, 5.094, -0.943], [-0.075, 6.112, 0.415], [-0.697, 5.288, -2.319], [0.196, 3.698, -0.478], [0.058, 2.616, -0.116], [-4.079, -0.643, 0.681], [-3.908, -0.136, -0.754], [-2.416, -0.210, -0.963], [-1.856, 0.185, 0.401], [-2.972, 0.043, 1.442], [-3.976, -1.727, 0.734], [-5.048, -0.372, 1.098], [-4.269, 0.886, -0.866], [-4.423, -0.765, -1.478], [-2.006, 0.499, -1.683], [-2.056, -1.222, -1.141], [-3.211, 1.063, 1.737], [-2.541, -0.528, 2.261]], "forces_ev_per_a": [[-0.0439, 0.1055, -0.0865], [0.0081, -0.0035, 0.0057], [-0.0080, 0.0031, -0.0154], [0.0064, -0.0029, 0.0058], [-0.0053, 0.0014, 0.0147], [-0.0048, 0.0069, -0.0326], [0.0120, -0.0050, 0.0118], [-0.0433, 0.0542, -0.1653], [0.0053, -0.0032, -0.0016], [-0.0036, 0.0015, 0.0006], [0.0007, -0.0002, 0.0016], [0.0017, 0.0001, 0.0008], [0.0013, 0.0002, -0.0006], [0.0048, -0.0005, -0.0002], [-0.0285, 0.0004, -0.0116], [0.0021, 0.0036, -0.0049], [-0.0007, 0.0047, -0.0025], [-0.0090, -0.0764, 0.0394], [0.0654, -0.0900, 0.1692], [-0.0129, 0.0028, -0.0105], [-0.0134, 0.0014, 0.0151], [0.0110, -0.0186, -0.0170], [0.0447, 0.0051, 0.0870], [-0.0152, 0.0137, 0.0067], [0.0083, -0.0001, -0.0023], [0.0006, -0.0007, 0.0006], [0.0017, 0.0012, 0.0013], [0.0031, -0.0012, -0.0012], [-0.0017, -0.0001, -0.0019], [0.0118, -0.0001, 0.0012], [0.0052, 0.0025, -0.0055], [-0.0040, -0.0057, -0.0021]]}

---

(5)
{"formula": "C11H12BrClZr", "method": "wB97M-V/def2-TZVPD", "e_above_lowest_ev": 2.900, "gap_ev": [5.388, 3.895], "symbols": ["C", "C", "C", "H", "C", "C", "H", "H", "H", "H", "Zr", "Br", "C", "C", "C", "H", "C", "C", "H", "H", "H", "H", "Cl", "C", "H", "H"], "coordinates": [[1.592, 0.696, 1.372], [1.392, -0.197, 2.501], [1.948, -1.448, 2.190], [0.971, 0.117, 3.454], [2.359, -1.444, 0.812], [2.135, -0.116, 0.292], [2.216, 0.169, -0.761], [1.555, 1.785, 1.431], [2.197, -2.216, 2.938], [3.033, -2.186, 0.358], [-0.082, -0.745, 0.696], [-1.526, 0.914, 1.981], [-1.860, 0.524, -2.825], [-0.605, 0.981, -3.348], [-0.249, 2.183, -2.656], [-0.044, 0.525, -4.171], [-1.273, 2.461, -1.693], [-2.272, 1.439, -1.803], [-3.210, 1.403, -1.249], [-2.426, -0.343, -3.177], [0.623, 2.813, -2.867], [-1.309, 3.324, -1.024], [-2.451, -2.816, 0.939], [-1.007, -2.424, 1.844], [-1.299, -2.070, 2.840], [-0.407, -3.330, 1.928]], "forces_ev_per_a": [[1.4688, -0.9704, 0.0252], [1.0071, 1.2933, -0.4360], [0.3945, -0.2719, -0.6767], [0.2082, -0.1839, -0.3110], [0.3445, 0.9718, 0.6715], [0.2914, 0.2207, 1.1478], [0.3418, 0.1501, 0.4270], [-0.6255, -0.5233, -0.3969], [-0.6911, 0.1625, -0.6751], [-1.0183, 0.1531, -0.0426], [-3.1822, -0.1040, -0.3895], [-0.0805, -0.2119, -0.2996], [0.3142, 0.0115, 0.7642], [0.6579, 1.0615, 0.6225], [-0.3824, -1.0512, -0.5819], [-0.2817, 0.1980, 0.3802], [-0.6081, -0.9510, -0.3362], [0.8818, 0.4445, 0.2175], [0.3403, -0.0307, -0.1739], [0.2093, 0.4004, 0.1052], [-0.4144, -0.3644, 0.1290], [-0.0031, -0.3554, -0.2520], [-0.4738, 0.2559, -0.7956], [1.2887, -0.0356, 0.9535], [0.0974, -0.2329, -0.2075], [-0.0845, -0.0369, 0.1308]]}

---

(6)
{"formula": "C11H12Cl6CuN7OS", "method": "wB97M-V/def2-TZVPD", "total_charge": 1, "gap_ev": [8.045, 5.478], "multiplicity": 2, "symbols": ["Cu", "C", "C", "N", "N", "C", "S", "N", "N", "H", "H", "H", "H", "H", "H", "Cl", "C", "C", "C", "Cl", "C", "O", "C", "Cl", "C", "H", "H", "Cl", "C", "Cl", "Cl", "C", "N", "N", "N", "H", "H", "H", "H"], "coordinates": [[-0.189, -0.431, -0.025], [-0.325, 0.686, 5.034], [0.581, -0.217, 4.290], [1.593, -0.867, 4.765], [2.110, -1.524, 3.682], [1.472, -1.325, 2.534], [1.314, -2.293, 0.131], [0.483, -0.494, 2.941], [-0.411, 0.056, 2.015], [-0.023, 0.697, 6.077], [-1.360, 0.347, 4.977], [-0.272, 1.701, 4.637], [2.925, -2.096, 3.821], [-1.368, -0.086, 2.331], [-0.230, 1.061, 1.959], [-3.940, 5.957, 0.608], [-2.902, 4.603, 0.338], [-1.724, 4.492, 1.062], [-0.912, 3.399, 0.836], [0.558, 3.240, 1.761], [-1.209, 2.394, -0.110], [-0.373, 1.399, -0.311], [-2.423, 2.564, -0.805], [-2.900, 1.367, -1.969], [-3.262, 3.642, -0.594], [-1.443, 5.241, 1.788], [-4.181, 3.726, -1.154], [-0.930, -0.108, -5.035], [-1.734, -1.430, -4.182], [-3.491, -1.300, -4.275], [-1.181, -3.006, -4.754], [-1.334, -1.307, -2.766], [-1.024, -1.209, -1.670], [2.915, -1.709, 0.107], [1.363, -3.031, -1.401], [3.370, -2.105, -0.709], [2.970, -0.701, 0.115], [0.731, -3.819, -1.450], [1.248, -2.417, -2.200]], "forces_ev_per_a": [[0.4785, -0.2328, 0.4690], [-0.0265, 0.0185, 0.0632], [0.0790, -0.0213, 0.1725], [-0.0886, 0.1036, 0.1982], [-0.1849, 0.1185, -0.0836], [0.0797, 0.0162, 0.0248], [-0.1005, -0.1164, -0.0937], [0.1778, -0.2761, -0.3263], [-0.1300, 0.0660, 0.1534], [-0.0054, 0.0269, 0.0058], [-0.0147, -0.0131, -0.0026], [-0.0014, 0.0220, 0.0015], [0.0141, -0.0197, -0.0508], [0.0092, -0.0173, 0.0363], [-0.0663, 0.0304, -0.0351], [-0.0014, 0.0027, -0.0032], [-0.0071, 0.0343, 0.0164], [-0.0427, -0.0671, -0.0787], [-0.0487, -0.1071, -0.0681], [-0.0154, 0.0314, -0.0160], [-0.0183, 0.0178, 0.1414], [-0.1790, 0.1445, -0.4705], [0.1163, -0.0270, 0.0189], [-0.0226, 0.1405, 0.0804], [0.1398, -0.0311, 0.0692], [-0.0278, 0.0160, -0.0089], [-0.0272, 0.0391, 0.0097], [-0.1001, -0.1179, -0.0239], [0.0375, 0.1142, 0.1452], [0.1480, 0.0151, -0.0009], [0.0113, 0.0408, -0.0152], [-0.0944, -0.1233, 0.1314], [-0.1039, 0.1305, -0.4224], [-0.0259, -0.1076, 0.0126], [0.0110, 0.1928, -0.1015], [0.0061, 0.0652, 0.0319], [0.0074, 0.0097, -0.0443], [0.0621, -0.0631, 0.0357], [-0.0450, -0.0554, 0.0282]]}